Molecular formula: C30H90O23
Method: DFT, ωB97M-V with the def2-TZVPD basis set

Each line ends with the Mulliken charge.
CARTESIAN COORDINATES (ANGSTROEM)
C 0.49604 5.34242 0.02159  -1.166
C 1.55994 4.25892 0.34522  -0.211
O 0.82414 2.99253 0.34238  1.572
H 0.90693 6.34934 -0.05177  0.474
H -0.24893 5.45677 0.80902  0.278
H 0.02005 5.21350 -0.95048  0.103
H 1.92347 4.39325 1.36400  0.333
H 2.26239 4.21628 -0.48715  0.271
H 1.42028 2.24013 0.35306  -0.985
C -0.31459 -5.14136 -2.47439  -1.193
C 1.03006 -4.87906 -1.90171  -0.019
O 1.56793 -3.58843 -2.32501  -0.522
H -0.72113 -6.02954 -1.99070  0.454
H -0.30997 -5.42656 -3.52640  0.356
H -0.95816 -4.27239 -2.33721  0.067
H 1.65419 -5.73343 -2.16365  0.475
H 0.93122 -4.83379 -0.81715  0.031
H 2.29041 -3.91099 -2.86869  0.191
C 2.12160 3.87069 -3.54536  -1.188
C 0.76677 3.08598 -3.46224  1.351
O -0.28211 3.86675 -3.95119  -0.594
H 2.11777 4.65993 -2.79356  0.266
H 2.23911 4.34929 -4.51759  0.424
H 2.96403 3.18976 -3.42396  0.111
H 0.63906 2.69386 -2.45327  -0.283
H 0.85229 2.14045 -3.99776  -0.356
H -0.99495 3.75721 -3.31759  0.395
C -2.07127 -3.70309 1.30560  -0.234
C -2.97402 -3.07673 2.28420  0.823
O -4.25545 -3.20033 1.68369  -0.578
H -1.98801 -3.14277 0.37436  -0.221
H -2.29349 -4.76610 1.21218  0.553
H -1.11116 -3.65655 1.81953  -0.093
H -2.69474 -2.04618 2.50343  -0.821
H -2.96172 -3.60902 3.23531  0.222
H -4.43962 -2.28369 1.46586  0.382
C -4.94029 -3.25327 -1.95413  -1.341
C -4.01837 -2.38105 -2.81369  0.177
O -3.58739 -1.32478 -2.00151  -0.399
H -4.37233 -3.64017 -1.10807  0.211
H -5.43515 -4.12255 -2.38722  0.388
H -5.72542 -2.72464 -1.41356  0.299
H -4.55012 -1.86039 -3.61009  0.351
H -3.15369 -2.93199 -3.18368  0.025
H -3.09698 -0.74499 -2.58882  0.466
C -0.56404 -0.21750 0.48222  0.729
C 0.74208 -0.27053 -0.31723  -0.416
O 1.80311 0.26522 0.50977  2.763
H -0.54242 -0.96115 1.27886  -0.730
H -1.30642 -0.50041 -0.26406  0.561
H -0.65367 0.78710 0.89554  -1.057
H 0.62791 0.41485 -1.15706  -0.051
H 0.86823 -1.31339 -0.60814  -0.218
H 2.65702 0.22087 0.07333  -1.428
C 4.34890 -0.97559 -1.81497  -0.907
C 4.47661 0.53569 -2.04573  -0.429
O 4.09576 1.21075 -0.89031  -0.283
H 5.11424 -1.26343 -1.09420  0.358
H 4.53107 -1.54886 -2.72397  0.436
H 3.34071 -1.21807 -1.47903  -0.055
H 3.89895 0.89111 -2.89902  0.145
H 5.50567 0.83174 -2.24942  0.539
H 4.70380 1.93632 -0.73082  0.226
C 4.44296 0.82363 2.69835  0.807
C 4.49716 2.36293 2.34271  -0.086
O 3.95731 3.12614 3.46350  -0.554
O 5.58148 0.51256 3.53833  -0.655
H 4.51055 0.26463 1.76505  -0.130
H 3.46372 0.51746 3.06639  -0.179
H 3.85863 2.67809 1.51746  -0.407
H 5.51436 2.67228 2.10250  0.468
H 4.64060 3.22647 4.13033  0.325
H 5.65061 -0.43316 3.38858  0.366
C -0.18760 2.87128 3.66684  -0.810
C 1.05425 1.96307 3.58197  0.296
O 0.81803 0.57857 3.41221  1.664
O -1.01569 2.76989 2.54141  -0.522
H 0.06700 3.92630 3.76789  0.538
H -0.79059 2.69289 4.55717  0.492
H 1.61406 2.07631 4.51035  0.579
H 1.64916 2.33026 2.74570  -0.685
H 0.90614 0.32607 2.49022  -1.239
H -0.48470 3.10414 1.81483  -0.717
C 2.91922 -3.84904 1.04820  -0.624
C 2.02827 -2.98954 1.98424  1.657
O 1.75723 -3.75807 3.13164  -0.745
O 4.30386 -3.67768 1.38632  -0.598
H 2.72414 -3.70071 -0.01389  -0.037
H 2.63914 -4.88648 1.23091  0.571
H 1.11875 -2.69813 1.45892  -0.522
H 2.58946 -2.09054 2.23913  -0.424
H 0.95085 -3.44417 3.54735  0.348
H 4.78406 -4.33508 0.87758  0.301
C 1.01398 -1.64294 6.03843  -0.470
C -0.11942 -2.50249 5.53535  -0.318
O -0.39783 -2.20920 4.13691  0.084
O 0.65240 -0.25484 5.93589  -0.617
H 1.94554 -1.83220 5.50506  0.122
H 1.25729 -1.89681 7.07015  0.424
H -1.02642 -2.37335 6.12592  0.347
H 0.17487 -3.55147 5.50176  0.415
H -0.86734 -1.37233 4.16546  -0.254
H 0.55778 0.01673 5.01997  0.064
C -3.18010 4.08710 0.42741  -0.606
C -2.52485 3.32038 -0.76978  0.177
O -2.18248 4.17069 -1.86134  -0.566
O -4.41156 4.73160 0.03955  -0.582
H -2.49013 4.82867 0.83007  0.258
H -3.39102 3.28422 1.13381  0.465
H -3.08062 2.51549 -1.25079  0.397
H -1.53813 2.90730 -0.56037  -0.335
H -2.48235 5.05472 -1.63734  0.314
H -5.09797 4.08287 -0.13251  0.360
C -3.38942 0.20203 3.57443  -0.746
C -3.60383 1.36004 4.55153  -0.464
O -3.35743 2.60165 3.85833  -0.559
O -1.97115 -0.02322 3.36350  0.319
H -3.72118 0.51280 2.58375  0.411
H -3.94290 -0.70254 3.82646  0.474
H -2.96373 1.26661 5.42882  0.207
H -4.64594 1.48272 4.84659  0.422
H -2.55104 2.48416 3.35086  0.195
H -1.60212 0.74539 2.92231  -0.410
C -3.12988 1.27614 -5.54824  -0.749
C -2.04260 1.17511 -4.42254  0.056
O -2.13177 -0.05735 -3.71157  -0.072
O -2.85359 0.32355 -6.56584  -0.609
H -3.14787 2.28954 -5.94926  0.448
H -4.11322 1.08914 -5.11675  0.295
H -2.23158 2.02166 -3.76243  -0.137
H -1.10968 1.22951 -4.98361  0.152
H -1.27007 -0.30112 -3.36568  0.011
H -2.35422 -0.41566 -6.21117  0.373
C 0.19163 -2.15437 -5.49724  -0.507
C 0.91930 -1.20434 -4.53185  -0.335
O 0.22338 -1.43362 -3.29151  0.531
O -1.16604 -1.84876 -5.71537  -0.681
H 0.28212 -3.16528 -5.09977  0.164
H 0.71306 -2.16298 -6.45439  0.445
H 0.95588 -0.14307 -4.77777  0.139
H 1.91838 -1.61176 -4.37715  0.253
H 0.51225 -2.27954 -2.94140  -0.233
H -1.52628 -1.49909 -4.89710  0.423

Cartesian forces, eV/Å:
C 0.610 0.338 0.085
C -2.322 -0.266 -0.586
O -0.239 1.028 -0.018
H 0.581 -0.033 0.140
H -0.151 -0.449 0.018
H -0.099 -0.552 0.124
H 0.729 0.233 -0.280
H 0.538 0.160 0.504
H 0.387 -0.477 0.109
C -0.728 -0.269 -0.492
C -0.511 0.241 0.740
O 0.324 -1.616 -0.137
H -0.283 0.191 0.314
H 0.227 0.359 -0.205
H -0.258 -0.177 0.069
H 0.613 0.350 0.042
H 0.193 -0.036 0.050
H 0.370 0.820 -0.319
C -1.128 -0.536 -0.093
C 1.865 -0.087 -0.170
O 0.074 -0.103 0.135
H 0.188 -0.044 0.053
H -0.188 -0.060 -0.064
H 0.056 0.037 0.278
H -0.344 0.606 0.534
H 0.115 -0.076 -0.756
H -0.550 0.464 0.171
C 2.160 -0.308 0.795
C -0.515 -0.419 -0.041
O -0.915 1.118 0.561
H -0.290 -0.248 -0.118
H -0.201 0.136 -0.495
H 0.682 -0.163 -0.339
H -0.085 0.001 -0.174
H -0.015 -0.115 0.065
H -0.745 -0.111 -0.419
C 0.206 -0.393 0.763
C -1.310 0.137 0.445
O 0.296 0.019 1.450
H 0.394 -0.164 -0.054
H 0.275 0.129 -0.602
H -0.065 0.633 -0.513
H -0.195 -0.770 -0.668
H -0.079 -0.327 -0.291
H 0.072 0.466 -0.008
C 1.233 -0.274 -0.608
C -0.457 0.777 0.904
O -0.690 -0.429 0.408
H -0.164 0.039 0.094
H -0.603 0.280 0.379
H -0.540 -0.024 -0.132
H 0.119 -0.387 -0.452
H 0.654 0.114 -0.278
H 0.255 0.082 -0.260
C 0.312 0.659 -0.303
C 0.718 -0.639 -0.986
O -0.592 0.585 1.223
H -0.307 -0.199 0.218
H 0.017 0.135 -0.143
H 0.039 -0.097 0.198
H -0.317 -0.153 -0.108
H 0.227 -0.411 -0.294
H -0.119 0.025 0.097
C 0.650 1.522 -1.321
C -0.913 -0.736 1.766
O 0.550 -0.097 -0.769
O -1.327 0.021 -0.668
H 0.369 -0.035 -0.315
H 0.068 0.349 0.771
H -0.112 -0.557 -0.172
H 0.151 -0.140 0.138
H 0.110 -0.124 0.070
H 0.485 -0.232 0.468
C 0.340 -0.124 0.906
C -0.037 0.912 -0.025
O -0.468 0.268 0.081
O -0.435 -0.500 -0.308
H 0.747 0.055 0.126
H -0.076 -0.483 -0.021
H 0.153 0.109 -0.099
H 0.240 -0.015 0.138
H 0.156 -0.028 -0.299
H 0.112 -0.182 -0.924
C -0.394 -0.138 0.771
C 0.871 -0.664 -0.648
O 0.226 -0.418 0.012
O -0.437 0.233 -0.280
H 0.140 0.661 -0.101
H -0.113 -0.179 0.192
H -0.168 -0.005 -0.035
H 0.012 0.268 0.005
H -0.219 0.454 -0.125
H 0.199 -0.020 0.076
C -0.164 0.881 -0.310
C 0.358 -0.400 -1.214
O 0.101 -0.342 1.184
O 0.107 -0.651 1.501
H -0.049 -0.112 -0.461
H -0.332 0.322 0.241
H 0.023 -0.001 0.100
H -0.036 -0.132 0.510
H -0.306 0.552 -0.666
H 0.223 -0.441 -0.545
C -0.690 -1.882 -1.593
C 0.875 0.580 -0.346
O -0.279 0.878 -0.378
O 1.024 0.378 0.142
H -0.266 0.003 -0.012
H 0.117 0.349 0.586
H -0.737 -0.120 0.712
H -0.146 -0.365 1.122
H -0.134 0.213 -0.306
H 0.139 -0.234 0.051
C 0.631 0.939 -0.503
C -0.451 0.694 -1.082
O -0.182 -0.587 0.633
O -0.872 -0.773 0.941
H -0.731 0.142 0.045
H 0.581 -0.207 0.291
H 0.060 -0.145 0.087
H -0.015 -0.532 0.219
H 0.174 0.446 -0.266
H 0.192 0.213 -0.157
C 0.876 -1.271 1.055
C -1.399 0.671 -1.374
O -0.268 0.402 -0.770
O -0.440 0.863 -0.302
H 0.286 -0.075 -0.162
H -0.201 -0.071 0.146
H 0.466 -0.010 0.183
H 0.308 0.249 0.447
H 0.615 -0.192 0.349
H 0.126 -0.153 -0.038
C 0.759 0.643 -0.761
C -0.799 -2.154 0.632
O -0.337 1.844 0.051
O 0.327 0.006 -0.350
H 0.058 -0.139 0.259
H -0.185 0.076 -0.266
H -0.255 -0.127 -0.025
H 0.403 0.356 -0.368
H 0.291 -0.435 0.227
H -0.251 -0.079 0.570

DFT total energy = -2927.3163 hartree
LUMO level = -0.005 Ha
relative energy (zero: lowest compared OMol25 entry of this formula, charge and spin) = 0.00 kcal/mol